Entry 1:
{
  "formula": "C4H7N3",
  "method": "ωB97M-V/def2-TZVPD",
  "e_tot_ha": -320.72186,
  "orbital_gap_ev": 8.54,
  "multiplicity": 1,
  "fmax_ev_per_a": 1.3,
  "homo_ev": -8.12,
  "symbols": ["C", "C", "C", "C", "N", "N", "N", "H", "H", "H", "H", "H", "H", "H"],
  "xyz": [[0.635, -1.780, 0.422], [0.762, -0.740, -0.648], [0.113, 1.292, -1.106], [-1.054, 1.779, -0.546], [-1.012, 1.557, 0.798], [0.024, 0.871, 1.181], [0.691, 0.672, -0.005], [0.678, -2.774, -0.029], [1.436, -1.653, 1.147], [-0.329, -1.670, 0.929], [1.693, -0.747, -1.213], [-0.041, -0.889, -1.394], [-1.931, 2.172, -1.028], [-1.664, 1.907, 1.491]]
}



Entry 2:
{
  "formula": "C7H10O3",
  "method": "ωB97M-V/def2-TZVPD",
  "e_tot_ha": -498.29753,
  "orbital_gap_ev": 10.86,
  "multiplicity": 1,
  "fmax_ev_per_a": 5.1,
  "homo_ev": -10.16,
  "symbols": ["C", "C", "C", "C", "O", "C", "O", "C", "C", "H", "H", "H", "H", "H", "H", "H", "H", "O", "H", "H"],
  "xyz": [[1.120, -1.323, 1.353], [0.257, -0.505, 0.380], [-0.893, 0.222, 1.114], [-1.224, 1.453, 0.284], [0.042, 1.987, -0.133], [1.062, 0.650, -0.261], [2.240, 0.832, -0.060], [-0.255, -1.372, -0.694], [-0.704, -2.152, -1.503], [1.579, -0.656, 2.094], [0.491, -2.045, 1.888], [1.906, -1.868, 0.814], [-1.768, -0.427, 1.234], [-0.532, 0.537, 2.102], [-1.782, 1.170, -0.621], [-1.761, 2.211, 0.866], [-1.152, -2.879, -2.157], [0.917, 1.343, -2.336], [0.168, 2.137, -1.706], [0.290, 0.684, -2.660]]
}



Entry 3:
{
  "formula": "C6H8I2O",
  "method": "ωB97M-V/def2-TZVPD",
  "e_tot_ha": -903.87992,
  "orbital_gap_ev": 7.90,
  "multiplicity": 1,
  "fmax_ev_per_a": 3.2,
  "homo_ev": -7.93,
  "symbols": ["C", "C", "C", "C", "C", "C", "O", "I", "I", "H", "H", "H", "H", "H", "H", "H", "H"],
  "xyz": [[-1.208, -0.186, 0.906], [2.119, -0.152, 0.532], [-0.194, 0.490, 1.737], [0.926, 0.113, -0.302], [1.059, 0.881, -1.576], [-0.305, -0.842, -0.169], [0.826, 0.904, 0.889], [-2.722, 1.227, 0.020], [4.053, 0.691, 0.051], [-0.464, 1.332, 2.364], [0.154, -0.285, 2.481], [0.274, 1.618, -1.811], [1.169, 0.106, -2.452], [2.010, 1.479, -1.420], [-0.855, -0.904, -1.044], [-1.762, -0.986, 1.275], [0.029, -1.816, 0.099]]
}



Entry 4:
{
  "formula": "C27H38N8PdSSb2",
  "method": "ωB97M-V/def2-TZVPD",
  "e_tot_ha": -2494.80875,
  "orbital_gap_ev": [8.01, 5.79],
  "multiplicity": 5,
  "fmax_ev_per_a": 0.5,
  "total_charge": 4,
  "homo_ev": [-18.05, -19.27],
  "s_squared": 6.04,
  "symbols": ["Pd", "C", "Sb", "C", "C", "C", "C", "C", "C", "C", "C", "C", "Sb", "C", "C", "H", "H", "H", "H", "H", "H", "H", "H", "H", "H", "H", "H", "H", "H", "H", "H", "H", "H", "H", "H", "N", "C", "N", "C", "N", "C", "C", "N", "C", "C", "N", "H", "H", "H", "H", "H", "C", "C", "C", "C", "N", "C", "S", "N", "C", "H", "H", "H", "H", "H", "H", "H", "H", "C", "C", "C", "N", "H", "H", "H", "H", "H"],
  "xyz": [[0.647, -0.058, 0.702], [-0.790, 2.265, 3.704], [0.870, 2.084, 2.400], [2.526, 2.114, 3.720], [0.970, 4.097, 1.551], [-0.363, 4.676, 1.282], [-0.935, 5.539, 2.204], [-2.169, 6.120, 1.962], [-2.891, 5.831, 0.767], [-2.362, 4.976, -0.154], [-1.095, 4.380, 0.053], [-0.539, 3.526, -0.981], [-1.119, 1.384, -0.836], [-3.229, 1.553, -0.665], [-0.861, 0.951, -2.894], [-1.722, 2.315, 3.144], [-0.673, 3.165, 4.306], [-0.811, 1.400, 4.366], [2.365, 2.902, 4.455], [3.443, 2.302, 3.166], [2.590, 1.153, 4.227], [1.603, 4.029, 0.668], [1.495, 4.671, 2.315], [-0.391, 5.799, 3.104], [-2.591, 6.817, 2.677], [-3.845, 6.313, 0.595], [-2.888, 4.782, -1.080], [0.548, 3.492, -1.005], [-0.929, 3.784, -1.966], [-3.608, 2.178, -1.472], [-3.513, 1.978, 0.296], [-3.666, 0.560, -0.761], [-1.655, 1.420, -3.473], [-0.885, -0.130, -3.027], [0.106, 1.330, -3.220], [3.381, -2.440, 3.216], [3.311, -1.656, 2.141], [2.052, -1.282, 1.974], [1.395, -1.898, 3.004], [2.176, -2.606, 3.777], [-0.052, -1.759, 3.167], [-0.766, -2.391, 4.184], [-2.080, -2.268, 4.282], [-2.700, -1.522, 3.376], [-2.003, -0.880, 2.361], [-0.678, -0.994, 2.261], [4.192, -2.892, 3.621], [4.158, -1.385, 1.533], [-0.255, -3.004, 4.918], [-3.777, -1.431, 3.457], [-2.510, -0.266, 1.627], [-1.344, -7.403, -2.689], [-1.161, -5.949, -2.926], [-1.247, -5.326, -4.165], [-1.063, -3.949, -4.267], [-0.785, -3.204, -3.169], [-0.707, -3.801, -2.007], [-0.379, -2.918, -0.551], [-0.894, -5.148, -1.876], [-1.148, -3.231, -5.564], [-1.574, -7.920, -3.616], [-2.160, -7.572, -1.982], [-0.433, -7.833, -2.265], [-1.463, -5.920, -5.042], [-0.832, -5.553, -0.946], [-1.462, -3.885, -6.372], [-0.169, -2.813, -5.807], [-1.846, -2.398, -5.477], [5.208, -0.125, -2.442], [4.115, 0.950, -2.487], [3.035, 0.686, -1.542], [2.192, 0.480, -0.789], [5.966, 0.119, -3.182], [4.806, -1.109, -2.678], [5.689, -0.158, -1.467], [3.664, 1.022, -3.479], [4.517, 1.937, -2.245]]
}